Molecular formula: C46H117N7O16
Method: DFT, ωB97M-V/def2-TZVPD

XYZ file:
```
186
Properties=species:S:1:pos:R:3:forces:R:3:lowdin_charge:R:1
C -0.63346 0.02265 -0.12977 -0.93 -0.50 -0.12 -0.07
C -0.28865 0.26034 1.35481 1.63 0.59 -1.46 -0.27
O 1.07227 -0.13870 1.55197 -1.23 -1.77 0.90 -0.11
H -1.61395 0.44114 -0.35691 -0.39 -0.27 0.08 0.06
H -0.62978 -1.04537 -0.34760 -0.51 -0.18 0.42 0.04
H -0.03417 0.35047 -0.97916 0.86 0.91 0.70 0.06
H -0.98167 -0.27392 2.00474 0.28 -0.46 -0.12 0.09
H -0.40656 1.30924 1.62688 -0.02 0.33 -0.05 0.08
H 1.73493 0.54862 1.45169 0.05 1.23 -0.32 0.01
C -1.07345 1.42931 4.97535 0.56 0.51 0.02 -0.07
C -2.15754 2.24985 4.31590 0.12 -0.40 -0.15 -0.33
O -3.25501 2.42148 5.17983 -0.79 0.03 0.12 -0.07
H -0.86288 1.90277 5.93431 0.08 -0.20 0.19 0.08
H -0.15159 1.51862 4.40065 0.10 -0.24 -0.11 0.06
H -1.31012 0.37507 5.11912 -0.19 0.12 -0.03 0.06
H -2.53408 1.73747 3.43058 -0.07 0.05 -0.03 0.08
H -1.77296 3.21859 3.99691 0.16 0.11 -0.03 0.10
H -3.05586 3.10569 5.82311 0.12 0.00 0.02 0.08
C -3.56518 -1.57667 -2.73326 0.62 -0.63 0.21 -0.12
O -3.90116 -2.76231 -3.41971 -0.80 -0.13 -1.02 -0.20
C -4.97183 -2.53587 -4.36968 1.04 -0.20 0.00 -0.20
C -5.43829 -3.85902 -5.03280 -0.34 1.27 0.67 -0.19
N -6.51264 -3.52831 -5.97986 -0.36 -0.04 -0.61 -0.06
C -6.86725 -4.56427 -6.94326 -0.84 -0.15 -0.88 -0.23
C -7.19818 -5.85455 -6.26000 1.39 -2.17 -0.75 -0.24
O -7.81727 -6.82750 -7.15100 0.46 0.41 0.48 -0.21
C -8.10900 -8.10274 -6.51482 -0.23 2.23 0.26 -0.08
H -3.38653 -0.71464 -3.37598 -0.62 0.16 -0.33 0.07
H -2.57794 -1.73747 -2.30012 -0.15 -0.21 0.43 0.07
H -4.31193 -1.41452 -1.95597 0.07 0.53 0.09 0.09
H -4.60680 -1.80764 -5.09392 0.01 -0.11 -0.43 0.11
H -5.80641 -2.03697 -3.87707 -0.33 -0.17 0.24 0.12
H -5.80465 -4.43915 -4.18584 0.16 -0.63 -0.06 0.11
H -4.62869 -4.37676 -5.54719 0.03 0.10 0.08 0.13
H -7.38332 -3.37870 -5.49035 0.12 0.46 0.46 0.11
H -6.12282 -4.68205 -7.73069 0.47 -0.19 0.36 0.12
H -7.75808 -4.37235 -7.54136 -0.24 1.09 0.21 0.12
H -7.70464 -5.71573 -5.30484 -0.56 0.00 -0.07 0.12
H -6.19617 -6.22466 -6.04294 0.05 -0.71 0.69 0.11
H -8.82752 -7.80182 -5.75240 -0.38 -0.75 0.25 0.08
H -7.24574 -8.51307 -5.99089 0.21 -0.23 -0.36 0.08
H -8.56330 -8.75421 -7.26133 0.27 0.04 0.15 0.09
C 4.15982 -5.31685 1.43653 0.24 -0.66 0.55 -0.14
O 2.84812 -4.92353 1.24848 -0.86 0.74 -0.60 -0.21
C 2.73809 -3.87974 0.26036 -1.33 -0.01 0.84 -0.18
C 1.28785 -3.30781 0.39804 0.31 -0.14 -0.06 -0.17
N 0.29825 -4.25323 -0.17434 0.94 -0.95 0.39 -0.05
C -1.06711 -3.82172 -0.34357 -0.34 0.67 0.10 -0.20
C -2.11344 -4.96153 -0.48818 0.97 1.04 -0.44 -0.19
O -2.34550 -5.52169 0.77528 -0.08 0.37 1.06 -0.21
C -3.07660 -6.70306 0.73841 0.39 -1.51 -0.30 -0.13
H 4.63212 -5.47650 0.46723 0.43 -0.21 0.08 0.08
H 4.13050 -6.21622 2.05165 0.06 -0.39 -0.39 0.09
H 4.73316 -4.63722 2.06701 0.18 0.66 -0.27 0.08
H 2.90981 -4.26321 -0.74541 -0.11 -0.27 -0.12 0.11
H 3.53575 -3.16253 0.45393 -0.19 0.51 0.14 0.11
H 1.21404 -2.28163 0.03803 0.02 -0.19 -0.88 0.09
H 1.07571 -3.10444 1.44766 0.16 -0.33 0.49 0.11
H 0.25301 -5.01305 0.48954 0.31 -0.41 0.05 0.10
H -1.01789 -3.15837 -1.20707 -0.73 -0.06 -0.26 0.10
H -1.38388 -3.21585 0.50535 -0.33 0.30 0.23 0.10
H -1.72369 -5.69440 -1.19465 0.02 -0.35 -0.06 0.12
H -3.05691 -4.57509 -0.87371 -0.02 0.25 -0.26 0.12
H -4.08818 -6.68671 0.33274 -0.13 0.69 -0.31 0.09
H -3.18036 -7.19626 1.70489 0.28 0.60 0.39 0.08
H -2.49491 -7.41064 0.14760 -0.14 -0.37 -0.33 0.09
C 1.23074 3.98337 3.70795 0.59 0.26 0.22 -0.10
O 0.81975 4.39448 4.97708 -1.34 0.32 1.15 -0.21
C 1.68632 5.00607 5.93431 0.65 0.26 -1.41 -0.18
C 2.28899 6.34559 5.42469 -1.65 -0.88 0.56 -0.21
N 1.15438 7.22007 5.13542 1.50 0.50 1.12 -0.06
C 1.54690 8.43959 4.41234 -1.62 -2.00 -1.05 -0.20
C 0.27908 8.97597 3.79566 -0.38 0.93 0.45 -0.24
O -0.30391 8.04503 2.87724 1.05 0.92 -0.77 -0.18
C -1.22209 8.62047 1.94623 -0.85 -0.37 0.41 -0.10
H 0.38780 3.49651 3.21754 -0.04 0.00 0.13 0.07
H 2.04445 3.26734 3.82313 0.31 -0.07 -0.37 0.08
H 1.51316 4.83450 3.08834 0.28 -0.03 -0.19 0.09
H 2.52050 4.34466 6.16834 0.05 -0.30 0.19 0.10
H 1.05318 5.16901 6.80648 0.16 0.03 -0.03 0.12
H 2.86493 6.15858 4.51837 0.51 -0.05 -0.04 0.11
H 2.91028 6.72017 6.23819 0.18 0.27 -0.17 0.12
H 0.49205 6.63830 4.64250 -0.24 0.45 -0.46 0.09
H 2.12592 8.14663 3.53655 0.71 0.11 -0.16 0.11
H 2.09827 9.19102 4.97754 -0.25 -0.21 0.35 0.12
H 0.56877 9.94850 3.39772 -0.32 0.04 -0.94 0.12
H -0.46443 9.20837 4.55808 -0.11 -0.10 0.32 0.12
H -1.10831 9.66655 1.66184 0.60 0.22 0.54 0.09
H -2.20729 8.50567 2.39822 -0.33 0.22 -0.12 0.09
H -1.25544 8.10810 0.98475 0.49 -0.53 0.24 0.05
C 1.19046 -5.91281 4.33137 -0.88 -0.66 -0.95 -0.10
O -0.06430 -5.51803 4.89577 0.21 0.46 0.67 -0.19
C -1.11229 -5.39921 3.92523 0.05 -0.51 0.74 -0.22
C -2.42400 -4.92934 4.54841 0.64 1.68 0.68 -0.19
N -2.48570 -3.51780 4.99596 -0.61 -0.46 -1.15 -0.07
C -2.36277 -2.51428 3.91593 0.26 -1.17 -0.19 -0.18
C -3.33655 -2.67634 2.66721 -0.38 1.93 1.24 -0.15
O -3.18945 -1.50905 1.80818 0.37 -1.03 0.20 -0.24
C -3.96188 -0.36309 2.14156 0.32 -0.75 -0.11 -0.10
H 1.50067 -5.23404 3.53693 -0.14 -0.03 -0.30 0.07
H 1.00293 -6.91801 3.95385 0.32 -0.13 -0.65 0.08
H 2.07361 -6.04315 4.95678 -0.66 0.53 1.04 0.08
H -1.46059 -6.36251 3.55261 0.85 -0.59 -0.43 0.11
H -0.73881 -4.79117 3.10128 -0.34 0.15 -0.22 0.11
H -2.68020 -5.46149 5.46454 0.23 -0.67 -0.29 0.12
H -3.19725 -5.10347 3.80018 -0.14 0.05 0.09 0.10
H -1.69145 -3.32449 5.58918 0.02 -0.29 0.37 0.10
H -1.33076 -2.52650 3.56535 0.19 0.09 -0.64 0.10
H -2.42298 -1.61634 4.53088 -0.71 0.70 -0.95 0.10
H -4.36773 -2.71695 3.01808 -0.26 0.23 0.38 0.11
H -3.29849 -3.57612 2.05316 1.07 0.09 0.06 0.09
H -4.92405 -0.42678 1.63338 -0.23 0.13 0.12 0.08
H -3.41051 0.49578 1.75887 -0.09 0.08 0.07 0.07
H -4.09597 -0.27899 3.22000 -0.07 0.16 0.07 0.09
C 2.42865 -0.08001 -3.64714 -0.78 -0.95 0.32 -0.11
O 3.80693 -0.23039 -3.34548 -0.16 2.33 -0.13 -0.18
C 4.18084 -1.56564 -3.36420 0.22 -0.84 0.89 -0.23
C 5.57553 -1.89519 -2.75374 -0.72 0.19 -0.98 -0.18
N 5.80551 -3.33182 -2.72845 -1.54 -0.20 0.24 -0.08
C 7.07695 -3.71687 -2.19574 0.71 -0.26 -0.93 -0.21
C 7.43722 -5.12058 -2.72434 0.53 0.65 0.90 -0.24
O 7.49926 -5.07154 -4.11702 -0.40 -0.65 -1.42 -0.19
C 7.69673 -6.36361 -4.69481 0.25 0.33 -0.68 -0.10
H 2.00126 0.92062 -3.71174 1.01 0.39 0.36 0.08
H 1.84501 -0.62199 -2.90303 -0.13 0.05 0.52 0.07
H 2.07080 -0.55693 -4.55960 0.71 -0.23 -0.61 0.08
H 4.17392 -1.83268 -4.42096 -0.17 -0.96 0.00 0.13
H 3.44999 -2.05616 -2.72126 -0.22 -0.91 -0.45 0.11
H 5.65884 -1.53702 -1.72765 0.03 0.34 -0.12 0.12
H 6.27839 -1.41932 -3.43759 0.62 0.44 0.35 0.12
H 5.72817 -3.74291 -3.64776 -0.09 0.18 -0.20 0.10
H 7.13362 -3.64874 -1.10935 -0.19 -0.23 0.09 0.12
H 7.79681 -3.00545 -2.60048 0.78 0.00 0.10 0.11
H 6.72179 -5.85590 -2.35613 -0.24 -0.15 -0.07 0.12
H 8.44095 -5.41533 -2.41817 0.07 -0.02 0.71 0.12
H 7.98402 -6.30413 -5.74458 -0.05 0.80 -0.08 0.08
H 6.78999 -6.96677 -4.74086 -0.11 -0.11 0.70 0.09
H 8.55294 -6.88481 -4.26658 -0.21 -0.17 0.62 0.09
C 4.27098 1.81761 4.95479 0.13 1.11 -0.89 -0.08
O 4.42264 2.21808 3.55970 -0.68 -1.19 1.34 -0.20
C 4.39943 1.03903 2.75829 0.55 0.45 -0.57 -0.23
C 4.24094 1.49119 1.29128 -0.61 -0.09 1.96 -0.15
N 2.82591 1.94467 1.15359 1.38 0.35 -0.93 -0.06
C 2.62561 2.54861 -0.16482 -2.34 -1.19 0.07 -0.16
C 1.21466 3.16072 -0.25739 0.48 0.02 0.00 -0.20
O 1.12059 4.33703 0.50864 1.06 0.24 -0.16 -0.19
C -0.09863 4.97678 0.33296 -0.28 0.96 0.08 -0.10
H 3.31407 1.32467 5.12643 -0.06 -0.15 -0.12 0.09
H 4.28848 2.74162 5.53270 0.06 -0.07 0.02 0.07
H 5.09392 1.17929 5.27635 0.06 -0.12 -0.08 0.08
H 3.61376 0.32775 3.01307 -0.66 0.33 0.13 0.11
H 5.29417 0.46265 2.99351 0.56 0.05 -0.50 0.12
H 4.49262 0.63775 0.66167 -0.46 0.09 -0.36 0.12
H 4.94292 2.30067 1.09113 0.13 0.07 -0.08 0.12
H 2.58118 2.65628 1.82724 0.52 0.06 0.51 0.09
H 2.55547 1.67711 -0.81572 0.34 0.09 -0.60 0.11
H 3.37342 3.23783 -0.55708 0.22 0.15 0.37 0.13
H 0.39333 2.54948 0.11663 0.30 -0.84 -0.19 0.10
H 1.02087 3.32368 -1.31757 -0.18 0.40 -0.21 0.10
H -0.27100 5.31001 -0.69044 0.04 -0.28 -0.40 0.07
H -0.06164 5.90498 0.90321 -0.14 -0.16 0.34 0.08
H -0.93619 4.35238 0.64397 -0.21 -0.11 0.13 0.10
C -2.34055 2.33120 -3.04371 0.04 0.43 -0.06 -0.10
O -1.18635 3.15498 -3.02160 -0.47 0.73 0.44 -0.21
C -0.65185 3.51397 -4.29190 0.94 -0.72 0.40 -0.20
C 0.32116 4.70311 -4.18860 -1.08 -0.69 0.56 -0.21
N -0.39256 5.91309 -3.79848 0.31 0.67 -0.04 -0.05
C 0.54711 6.88565 -3.24029 -0.11 1.02 -1.29 -0.21
C -0.08207 8.27642 -2.94376 0.16 -1.62 1.78 -0.15
O -0.92055 8.03334 -1.77059 0.66 -0.20 -0.18 -0.22
C -2.06916 8.81199 -1.68609 -0.74 0.34 -1.26 -0.14
H -3.21950 2.88179 -3.37896 -0.07 0.17 -0.27 0.09
H -2.56585 2.01439 -2.02540 0.33 -0.07 -0.01 0.08
H -2.21603 1.46154 -3.68891 0.14 -0.18 -0.04 0.08
H -1.40081 3.67623 -5.06703 -0.30 0.19 0.16 0.12
H -0.07845 2.62133 -4.54190 0.28 0.00 -0.80 0.11
H 0.84859 4.77710 -5.13960 -0.25 0.41 -0.22 0.12
H 1.10531 4.48260 -3.46431 0.17 -0.36 0.34 0.10
H -1.00957 5.71269 -3.02439 -0.37 -0.48 -0.05 0.09
H 1.31729 7.05407 -3.99299 0.18 0.05 -0.15 0.11
H 1.06515 6.44634 -2.38779 0.02 0.38 0.53 0.11
H -0.61559 8.72954 -3.77931 -0.27 -0.36 -0.04 0.12
H 0.70147 8.96046 -2.61784 0.15 0.13 -0.14 0.12
H -2.68303 8.57643 -2.55544 -0.40 0.08 -0.21 0.08
H -1.86838 9.88080 -1.75971 0.16 0.25 0.33 0.09
H -2.70119 8.60284 -0.82301 0.54 -0.18 0.27 0.08
```
Forces are in eV/Å.

The value obtained for the lowest unoccupied orbital energy is 0.652 eV. As for the energy above the lowest of the compared OMol25 structures with the same formula, charge and spin: 409.9 kJ/mol. As for the charge: 0. The calculation puts the largest force on an atom at 2.78 eV/Å. The HOMO-LUMO gap comes out at 0.3302 Eh. The total energy is -3409.4929 hartree.